1.
Formula: C21H31F5P2Pd
Source: the Open Molecules 2025 dataset
Level of theory: wB97M-V/def2-TZVPD

Geometry as ORCA input:
```
! wB97M-V def2-TZVPD RIJCOSX def2/J DEFGRID3
* xyz 0 3
P 0.4362 -2.2809 -1.5973
P -0.0420 2.8404 -1.4690
C 0.7801 0.2953 -2.9320
C 1.0315 1.7050 -2.5088
H 1.6468 0.0533 -3.6087
H 0.9775 -0.3593 -1.9905
H 1.9686 1.6806 -1.9049
H 1.2650 2.2803 -3.4227
C -1.6244 3.1040 -2.2594
H -2.2989 3.6295 -1.5635
H -2.1014 2.1532 -2.5394
H -1.4996 3.7244 -3.1625
C 0.9920 4.2952 -1.6559
H 0.6827 4.8376 -2.5506
H 2.0374 4.0016 -1.7590
H 0.8742 4.9427 -0.7926
C -0.8417 -3.3974 -2.2888
H -1.1051 -4.2056 -1.5864
H -0.4823 -3.8377 -3.2276
H -1.7218 -2.7764 -2.5092
C 1.9816 -3.0302 -2.2017
H 2.7492 -2.2453 -2.2344
H 1.8232 -3.3963 -3.2223
H 2.2894 -3.8578 -1.5514
Pd -0.7297 -0.1679 -4.5576
C -0.0584 1.3391 -5.8314
C -1.4675 1.2823 -5.8550
C -2.2490 0.7136 -6.9931
C -1.7609 -0.7221 -7.3137
C -1.1280 -1.4684 -6.1413
C 0.2559 -1.4591 -5.8335
C 1.2523 -0.6859 -6.6609
C 0.8103 0.7581 -6.9135
C 0.4472 -2.4483 0.2032
H 0.3555 2.1268 -5.1854
H -1.9731 2.0289 -5.2378
H -2.1954 1.3425 -7.8975
H -3.2889 0.6548 -6.6428
H -2.6503 -1.3143 -7.5740
H -1.1499 -0.7489 -8.2258
H -1.6979 -2.3524 -5.8351
H 0.5811 -2.3698 -5.3340
H 1.5209 -1.1785 -7.6126
H 2.1742 -0.6720 -6.0704
H 1.6923 1.4019 -6.9778
H 0.3453 0.8777 -7.8953
H 1.0019 -1.6038 0.6291
H 0.9522 -3.3886 0.4131
H -0.5755 -2.4207 0.5917
F -2.5831 2.0827 0.2928
C -1.4291 2.2863 0.9684
C -0.2139 2.4119 0.2934
C 0.9414 2.3334 1.0845
F 2.1626 2.1870 0.4852
C 0.8938 2.3408 2.4726
F 2.0432 2.3208 3.1769
C -0.3519 2.3640 3.1091
F -0.4005 2.4882 4.4451
C -1.5101 2.3121 2.3529
F -2.7224 2.2792 2.9271
*
```

Values from the calculation:
Lowest unoccupied orbital energy (alpha / beta) in eV: -0.258 / -1.214
HOMO (alpha / beta) in eV: -4.197 / -6.765
Relative energy (zero: lowest compared OMol25 entry of this formula, charge and spin) in eV: 2.976


2.
Formula: C13H48N4O11
Source: the Open Molecules 2025 dataset
Level of theory: wB97M-V/def2-TZVPD

Geometry as ORCA input:
```
! wB97M-V def2-TZVPD RIJCOSX def2/J DEFGRID3
* xyz 0 1
N 1.7080 -3.5597 -1.2241
C 2.3720 -3.2497 -0.1241
N 2.1720 -2.0577 0.3359
O 3.1390 -4.1307 0.5619
H 1.7230 -4.5737 -1.3031
H 1.4380 -2.9707 -2.0791
H 2.3840 -1.7597 1.2349
H 1.6780 -1.3487 -0.1731
N -0.8160 -2.9427 -0.6021
C -1.3350 -2.5677 0.5579
N -0.4600 -2.0487 1.3969
O -2.6970 -2.5537 0.8869
H -1.5390 -3.2317 -1.2681
H 0.2280 -3.2437 -0.7951
H -0.7710 -1.9287 2.3829
H 0.5250 -2.1357 1.2669
C -0.6980 1.7983 0.0969
C 0.6010 0.9443 0.1219
O 0.4350 -0.1737 -0.6981
H -1.0490 2.0813 -0.8711
H -0.4910 2.6783 0.6639
H -1.5930 1.3083 0.5849
H 0.9770 0.7103 1.1099
H 1.4910 1.4933 -0.2881
H -0.1700 -0.8027 -0.3111
C -2.0430 -0.1057 3.3959
C -1.6230 -0.9887 4.5549
O -0.7760 -2.0047 4.1369
H -1.2330 0.3893 2.8989
H -2.7090 0.6543 3.7609
H -2.4480 -0.6887 2.6369
H -2.4870 -1.3267 5.1329
H -0.9220 -0.4807 5.2329
H -0.4950 -2.5457 4.8849
C 3.7430 2.6193 1.5259
O 4.2000 1.3423 1.8829
H 4.6420 3.2113 1.4699
H 3.0310 3.0883 2.2209
H 3.2770 2.5313 0.5149
H 4.6700 1.0443 1.1149
C -2.0920 -0.3317 -2.7031
O -0.9150 0.1713 -3.1131
H -2.8980 -0.3547 -3.4211
H -2.3350 0.2693 -1.8471
H -1.8450 -1.3367 -2.3501
H -0.4890 0.3543 -2.2811
C -3.2310 3.0833 -3.2341
O -2.5090 3.6433 -4.3231
H -2.5250 2.3433 -2.7571
H -4.2170 2.5933 -3.4421
H -3.3720 3.7843 -2.4461
H -1.5770 3.6773 -4.1191
C 2.8300 3.5913 -2.2281
O 2.2040 2.3593 -2.5411
H 2.2540 4.4343 -2.6981
H 3.8550 3.5693 -2.6321
H 2.8880 3.8323 -1.1791
H 2.8070 1.6093 -2.3571
C -4.9260 0.1333 0.6509
O -4.4770 -0.8767 -0.2581
H -5.8870 -0.1257 1.0889
H -4.9510 1.0873 0.0509
H -4.1690 0.2653 1.4469
H -3.9400 -1.4547 0.2529
C 1.6710 -0.0917 3.7839
O 2.4380 -0.6497 2.7749
H 0.9180 0.4683 3.2849
H 2.3680 0.5343 4.4109
H 1.2340 -0.8787 4.3269
H 3.0410 -0.0347 2.3089
C 1.9400 -1.3237 -3.5191
O 0.8150 -2.0707 -3.3221
H 2.7850 -1.7207 -3.0091
H 1.8070 -0.2777 -3.3791
H 2.2650 -1.4287 -4.5981
H 0.1530 -1.3217 -3.4541
*
```

Values from the calculation:
Lowest unoccupied orbital energy in eV: -0.150
HOMO in eV: -9.268
SMILES string: NC(N)=O.NC(N)=O.CCO.CCO.CO.CO.CO.CO.CO.CO.CO
Relative energy (zero: lowest compared OMol25 entry of this formula, charge and spin) in eV: 1.007


3.
Formula: C3H7P
Source: the Open Molecules 2025 dataset
Level of theory: wB97M-V/def2-TZVPD

Geometry as ORCA input:
```
! wB97M-V def2-TZVPD RIJCOSX def2/J DEFGRID3
* xyz 0 1
C -0.4997 1.2068 -0.5605
C 0.1254 0.6799 0.6539
C -0.0606 -1.5399 0.5491
P 1.3589 1.4001 -0.6210
H -0.7695 0.4703 -1.3654
H -1.1846 2.0498 -0.6031
H -0.0743 1.1090 1.6695
H 0.0911 -1.8800 1.5677
H 0.7502 -1.8279 -0.0989
H -1.0938 -1.8274 0.2131
H 1.3568 0.1592 -1.4045
*
```

Values from the calculation:
Lowest unoccupied orbital energy in eV: 0.723
HOMO in eV: -8.880
Relative energy (zero: lowest compared OMol25 entry of this formula, charge and spin) in eV: 2.794


4.
Formula: C22H13N2O5Rh
Source: the Open Molecules 2025 dataset
Level of theory: wB97M-V/def2-TZVPD

Geometry as ORCA input:
```
! wB97M-V def2-TZVPD RIJCOSX def2/J DEFGRID3
* xyz 0 1
Rh -0.0250 -0.1271 0.0044
O 6.0251 -0.0377 0.0166
C 4.6873 0.0257 -0.0250
C 3.9702 0.0479 -1.2199
C 2.5871 0.1287 -1.1689
N 1.9402 0.2078 0.0039
C 2.6064 0.1186 1.1542
C 3.9798 0.0349 1.1973
C 1.6561 -0.0005 2.3687
O 2.0976 0.0917 3.4881
O 0.4529 -0.2361 2.0022
C 1.6416 0.0001 -2.3576
O 2.0740 0.0684 -3.4866
O 0.4298 -0.2194 -1.9868
H 6.4039 -0.0385 -0.8728
H 4.4397 -0.0146 -2.1902
H 4.4862 -0.0338 2.1453
C -2.7361 -3.4352 0.0003
C -3.9727 -2.8018 0.0003
C -4.0648 -1.4276 0.0001
C -2.9165 -0.6170 -0.0001
C -1.6677 -1.2894 -0.0007
C -1.5763 -2.6628 -0.0007
C -2.9344 0.8193 0.0015
C -4.0808 1.6264 -0.0002
C -3.9734 2.9936 -0.0002
C -2.6927 3.6103 -0.0002
C -2.4951 4.9899 -0.0008
C -1.2149 5.5300 -0.0001
C -0.1077 4.6917 0.0001
C -0.2739 3.3201 0.0007
C -1.5574 2.7472 0.0015
N -1.7011 1.4166 0.0049
H -2.6673 -4.5124 0.0005
H -4.8723 -3.4002 0.0001
H -5.0358 -0.9607 -0.0003
H -0.6097 -3.1609 -0.0006
H -5.0559 1.1634 -0.0015
H -4.8440 3.6317 0.0002
H -3.3624 5.6343 -0.0006
H -1.0832 6.6008 0.0003
H 0.8856 5.1139 0.0006
H 0.5738 2.6408 0.0005
*
```

Values from the calculation:
Lowest unoccupied orbital energy in eV: -1.564
HOMO in eV: -8.708
Relative energy (zero: lowest compared OMol25 entry of this formula, charge and spin) in eV: 1.869


5.
Formula: C3H7NOS
Source: the Open Molecules 2025 dataset
Level of theory: wB97M-V/def2-TZVPD

Geometry as ORCA input:
```
! wB97M-V def2-TZVPD RIJCOSX def2/J DEFGRID3
* xyz 0 1
C 1.1218 -0.9205 2.5516
N 0.9824 0.0421 1.7245
O 0.6679 -0.5366 0.4653
C 0.7497 0.4674 -0.5312
S -0.0224 -0.2307 -2.0209
C -1.7080 0.3001 -1.7759
H 1.0514 -1.9443 2.3142
H 1.3512 -0.5625 3.5719
H 0.3153 1.4370 -0.2136
H 1.7516 0.5351 -0.8775
H -1.7562 1.4345 -1.7523
H -2.3909 0.0076 -2.6129
H -2.1137 -0.0292 -0.8431
*
```

Values from the calculation:
Lowest unoccupied orbital energy in eV: 1.031
HOMO in eV: -8.841
SMILES string: C=NOCSC
Relative energy (zero: lowest compared OMol25 entry of this formula, charge and spin) in eV: 3.160


6.
Formula: C4H4AlO
Source: the Open Molecules 2025 dataset
Level of theory: wB97M-V/def2-TZVPD

Geometry as ORCA input:
```
! wB97M-V def2-TZVPD RIJCOSX def2/J DEFGRID3
* xyz 2 2
C 1.6359 1.4606 -1.7378
C 1.7753 0.7000 -0.7860
H 2.3525 0.1553 -0.0533
H 1.2045 2.0552 -2.5271
C -0.5175 -0.0579 0.0472
C -0.5968 -0.8916 1.0858
O -1.7072 -1.3544 1.6510
Al -3.2240 -1.2586 1.3508
H -1.2568 0.4219 -0.5959
H 0.3340 -1.2305 1.5652
*
```

Values from the calculation:
Lowest unoccupied orbital energy (alpha / beta) in eV: -12.192 / -12.769
HOMO (alpha / beta) in eV: -19.630 / -19.598


| no. | largest force on an atom (eV/A) |
| --- | --- |
| 1 | 3.89 |
| 2 | 8.16 |
| 3 | 3.48 |
| 4 | 3.56 |
| 5 | 3.01 |
| 6 | 5.81 |